C42H73O17Y | wB97M-V/def2-TZVPD

```
133
Properties=species:S:1:pos:R:3:forces:R:3
Y 3.131 -3.054 0.053 -5.25 4.08 -1.12
C 0.074 0.215 0.932 0.80 -0.83 -0.23
C 0.267 -0.784 -0.245 0.02 1.79 -0.48
O 1.035 -1.902 0.039 2.94 -2.80 1.32
H -0.496 1.130 0.771 -0.13 -0.16 -0.69
H 1.078 0.546 1.197 -0.03 -0.03 0.59
H -0.442 -0.299 1.743 0.28 -0.04 0.27
H 0.793 -0.293 -1.064 -0.13 0.60 -0.26
H -0.733 -0.977 -0.635 -0.16 -0.85 -0.07
C -0.416 3.707 -1.191 0.01 -1.68 -0.11
C -1.436 4.811 -1.077 0.46 0.74 -0.98
C -0.944 5.782 -2.224 -0.38 -0.08 0.93
O 0.285 5.240 -2.762 -0.38 -0.42 0.41
C 0.228 3.791 -2.545 -0.17 2.23 -0.29
H -0.895 2.729 -1.152 0.12 -0.30 0.67
H 0.396 3.808 -0.470 -0.28 -0.15 0.35
H -1.354 5.259 -0.087 -0.19 0.22 -0.18
H -2.469 4.497 -1.228 0.10 -0.13 -0.04
H -0.852 6.753 -1.739 0.96 0.13 -0.38
H -1.667 5.966 -3.019 -0.14 -0.53 -0.13
H 1.243 3.393 -2.552 0.05 0.12 -0.17
H -0.350 3.349 -3.357 -0.12 -0.17 0.04
C -1.683 2.276 3.564 1.01 -1.20 -0.42
C -2.490 2.574 4.841 -0.21 0.11 -0.98
C -2.857 4.037 4.605 -0.16 -0.30 -0.75
O -2.887 4.189 3.162 -0.15 0.48 0.09
C -1.887 3.380 2.545 -0.80 0.49 0.88
H -2.021 1.368 3.064 0.14 -0.43 0.39
H -0.609 2.210 3.739 0.05 -0.30 0.28
H -1.990 2.327 5.777 0.18 0.30 -0.12
H -3.422 2.008 4.826 0.05 -0.14 -0.01
H -2.138 4.733 5.036 -0.11 0.10 0.12
H -3.884 4.193 4.937 0.25 0.55 0.11
H -0.971 3.918 2.302 0.16 0.34 0.36
H -2.266 3.020 1.589 -0.33 -0.07 -0.03
C -4.177 0.482 -1.721 -0.44 0.54 0.60
C -4.023 1.472 -0.540 -0.09 0.31 -0.28
C -3.935 0.528 0.641 -0.03 0.25 -0.27
O -4.691 -0.617 0.304 0.18 -0.60 0.49
C -4.955 -0.693 -1.087 0.33 0.64 -0.02
H -3.157 0.206 -1.991 -0.07 -0.40 -0.20
H -4.660 0.930 -2.590 -0.03 -0.12 0.03
H -4.817 2.207 -0.404 -0.35 -0.29 -0.29
H -3.118 2.070 -0.645 0.15 -0.04 0.01
H -4.356 0.944 1.556 0.26 -0.01 0.08
H -2.883 0.268 0.753 0.23 -0.25 0.47
H -6.041 -0.632 -1.158 0.01 0.10 -0.61
H -4.608 -1.648 -1.482 -0.08 -0.16 0.01
C -1.175 1.403 -5.867 1.16 1.07 -1.44
C -1.961 1.349 -4.600 -0.15 -0.10 -0.80
C -1.024 0.494 -3.808 -0.18 -0.86 1.87
O 0.305 0.589 -4.262 0.88 0.91 -0.04
C 0.301 1.454 -5.386 -0.59 -0.65 -1.16
H -1.382 2.259 -6.510 -0.16 0.03 0.04
H -1.363 0.518 -6.474 0.20 -0.15 0.04
H -2.919 0.867 -4.795 -0.06 0.15 0.37
H -2.102 2.349 -4.188 -0.08 -0.15 0.19
H -1.183 -0.578 -3.928 -1.01 -0.12 0.53
H -1.061 0.839 -2.774 0.06 -0.57 0.39
H 0.966 1.002 -6.122 0.13 0.23 -0.14
H 0.652 2.460 -5.156 -0.10 0.09 0.15
O 2.135 -3.922 2.073 1.12 0.18 -1.60
C 1.070 -4.351 2.515 -1.72 -2.61 0.54
O 0.920 -5.666 2.828 2.71 1.25 -1.53
C -0.340 -5.954 3.434 -0.41 0.91 0.35
C -0.656 -4.578 3.941 -3.04 -0.70 1.37
C -0.243 -3.679 2.838 1.42 1.39 0.09
H -0.278 -6.706 4.221 0.47 0.00 -0.33
H -1.051 -6.254 2.665 0.15 -0.25 -0.08
H -0.209 -4.356 4.910 0.35 0.03 -0.17
H -1.734 -4.590 4.102 -0.12 0.53 0.17
H -0.079 -2.645 3.142 0.09 0.02 -0.02
H -0.909 -3.618 1.978 0.04 -0.40 -0.15
O 1.663 4.421 3.696 2.85 -2.16 -1.23
C 2.557 3.668 3.289 -3.01 2.07 1.22
O 2.208 2.476 2.682 0.53 0.56 0.29
C 3.400 1.835 2.267 -0.05 -0.99 -0.97
C 4.535 2.408 3.031 1.32 0.95 0.56
C 4.085 3.809 3.372 -1.73 0.17 0.36
H 3.567 1.980 1.200 -0.26 0.20 -0.26
H 3.327 0.756 2.403 -0.34 -0.09 0.17
H 5.439 2.513 2.431 0.13 -0.67 0.18
H 4.712 1.883 3.970 0.23 -0.22 -0.20
H 4.376 4.585 2.664 0.15 -0.03 0.07
H 4.311 4.111 4.395 0.17 0.19 -0.22
O 3.949 -0.791 -1.016 -0.03 -1.87 1.83
C 4.075 0.115 -1.798 0.05 1.14 -2.33
O 5.078 0.099 -2.716 -0.66 -1.51 1.88
C 5.136 1.272 -3.504 -0.75 1.34 0.35
C 4.230 2.237 -2.737 -1.37 0.60 -0.64
C 3.191 1.343 -2.046 1.07 -0.43 0.48
H 4.724 1.073 -4.493 0.30 -0.16 -0.03
H 6.164 1.634 -3.530 -0.09 -0.29 -0.24
H 3.608 2.818 -3.419 0.71 0.66 -0.07
H 4.774 2.867 -2.033 -0.07 -0.01 -0.12
H 2.347 1.115 -2.697 0.17 -0.54 -0.45
H 2.677 1.770 -1.185 0.54 -0.15 0.38
O -1.247 -7.661 0.058 -0.75 3.09 -0.87
C -1.697 -6.558 -0.257 0.39 -2.04 1.09
O -3.026 -6.290 -0.143 0.34 -2.96 0.69
C -3.447 -5.036 -0.501 1.35 1.80 -0.62
C -2.232 -4.490 -1.273 0.70 1.42 -0.40
C -1.019 -5.281 -0.774 -0.58 -0.51 -0.56
H -3.516 -4.438 0.408 -0.67 0.11 0.02
H -4.372 -5.060 -1.077 0.09 -0.08 0.23
H -2.046 -3.441 -1.041 -0.33 0.20 -0.08
H -2.272 -4.541 -2.361 -0.46 -0.30 0.02
H -0.458 -4.714 -0.032 -0.08 -0.31 0.35
H -0.336 -5.511 -1.592 0.04 -0.22 0.12
O 0.685 -2.299 7.494 0.99 1.22 -1.70
C 1.054 -1.661 6.517 -1.84 -1.83 2.32
O 2.034 -2.090 5.728 2.25 -0.19 -1.42
C 2.303 -1.172 4.632 -0.50 0.27 0.16
C 1.345 -0.033 4.823 -1.14 0.60 -0.06
C 0.369 -0.513 5.887 -0.29 0.78 0.19
H 2.118 -1.624 3.658 0.05 -0.68 0.19
H 3.272 -0.674 4.581 0.62 -1.07 0.64
H 0.835 0.132 3.874 0.08 0.70 0.14
H 1.888 0.840 5.184 -0.30 0.18 -0.29
H -0.565 -0.923 5.503 -0.08 0.08 -0.22
H 0.086 0.228 6.636 0.09 0.01 -0.11
O 2.566 -2.701 -2.279 0.80 -1.31 0.59
C 2.169 -2.848 -3.436 -0.37 1.12 -0.63
O 2.872 -2.360 -4.465 -0.60 -0.59 1.91
C 2.156 -2.590 -5.666 -0.64 0.33 -2.52
C 0.707 -2.903 -5.347 -0.42 -0.91 1.65
C 0.839 -3.440 -3.882 0.84 0.41 -0.28
H 2.639 -3.369 -6.256 0.10 -0.28 0.41
H 2.196 -1.717 -6.316 0.32 0.27 0.41
H 0.245 -3.645 -5.998 0.28 0.07 -0.07
H 0.041 -2.040 -5.314 0.36 0.21 -0.16
H 1.012 -4.513 -3.795 -0.29 -0.28 -0.27
H 0.040 -3.162 -3.195 0.12 0.04 0.00
```
Forces are in eV/Å.

Summary:
2S+1 = 1
E_tot = -2960.979624 hartree
HOMO = -12.678 eV
E_LUMO = -7.913 eV
Net charge = +2